(1)
Density functional theory data (wB97M-V/def2-TZVPD) for the ion C3H3N2OS with charge -1 in a non-equilibrium geometry.

- E (Ha) = -698.937889
- E_HOMO (alpha / beta) (eV) = -3.69 / -2.50
- LUMO energy (alpha / beta) (Eh) = 0.143 / 0.101
- net charge = -1
- relative energy (zero: lowest compared OMol25 entry of this formula, charge and spin) (kJ/mol) = 372.47

XYZ file:
```
10
Properties=species:S:1:pos:R:3:forces:R:3
C 1.424 -0.539 -0.086 -3.11 -0.27 0.15
C 0.879 -1.748 -0.052 -2.26 0.72 0.48
C 0.631 0.763 -0.048 1.02 -0.65 -0.60
N -0.715 0.737 -0.147 0.04 1.68 0.79
N -1.566 -0.295 -0.479 1.51 -0.13 -0.04
O 1.251 1.834 0.081 -0.58 -0.70 0.10
S -2.994 -0.266 0.281 -0.86 0.18 0.44
H 2.397 -0.234 -0.002 2.73 -0.02 -0.03
H -0.310 -1.866 0.119 2.51 0.04 -0.67
H -0.997 1.615 0.333 -1.00 -0.85 -0.61
```
Forces are in eV/Å.

---

(2)
Density functional theory data (wB97M-V/def2-TZVPD) for the ion C3H3N2S3 with charge -1 in a non-equilibrium geometry.

- E (Ha) = -1420.258126
- E_HOMO (eV) = -2.89
- LUMO energy (Eh) = 0.117
- net charge = -1
- relative energy (zero: lowest compared OMol25 entry of this formula, charge and spin) (kJ/mol) = 0.00

XYZ file:
```
11
Properties=species:S:1:pos:R:3:forces:R:3
N -1.133 -0.706 1.798 -0.70 0.23 -1.41
C -0.181 -0.370 0.796 1.25 0.53 0.06
S 1.410 0.367 1.026 -0.40 -0.41 -0.16
C 1.576 0.571 -0.692 1.82 0.92 0.78
S 2.887 1.259 -1.438 0.88 0.49 -0.20
N 0.531 0.152 -1.336 -1.33 -0.84 1.40
C -0.488 -0.406 -0.519 0.78 0.37 -0.01
S -1.898 -0.960 -1.171 -2.10 -0.55 -1.08
H -1.939 -0.357 1.247 -0.57 -1.07 0.49
H -1.153 -0.049 2.545 0.69 0.66 0.97
H 0.389 0.499 -2.255 -0.32 -0.32 -0.84
```
Forces are in eV/Å.